Density functional theory data (ωB97M-V/def2-TZVPD) for a structure of composition C44H32BrN9O4RuS in a non-equilibrium geometry.

CARTESIAN COORDINATES (ANGSTROEM)
Ru (0.778, 1.221, -1.273)
O (5.627, 0.732, -3.454)
C (5.277, -0.414, -2.805)
C (6.227, -1.326, -2.358)
C (5.826, -2.471, -1.690)
C (4.479, -2.719, -1.470)
C (3.539, -1.808, -1.924)
C (3.920, -0.649, -2.590)
C (2.899, 0.388, -2.984)
O (2.592, 1.200, -1.886)
N (1.660, -0.290, -3.438)
N (0.604, 0.588, -3.353)
C (-0.318, 0.634, -4.225)
C (-1.404, 1.601, -4.146)
Br (-0.986, 3.230, -3.266)
C (-2.568, 1.363, -4.760)
C (-3.789, 2.168, -4.778)
C (-4.263, 2.821, -3.639)
C (-5.438, 3.553, -3.698)
C (-6.145, 3.647, -4.888)
C (-5.689, 2.985, -6.020)
C (-4.527, 2.236, -5.961)
H (6.584, 0.769, -3.557)
H (7.279, -1.136, -2.536)
H (6.573, -3.175, -1.348)
H (4.165, -3.621, -0.961)
H (2.481, -1.992, -1.782)
H (3.290, 1.038, -3.776)
H (1.759, -0.709, -4.360)
H (-0.310, -0.047, -5.077)
H (-2.606, 0.436, -5.330)
H (-3.729, 2.735, -2.703)
H (-5.805, 4.049, -2.809)
H (-7.058, 4.225, -4.931)
H (-6.245, 3.046, -6.946)
H (-4.179, 1.709, -6.842)
C (-3.568, -5.216, 6.192)
O (-2.465, -6.094, 5.998)
C (-1.316, -5.588, 5.529)
C (-0.264, -6.505, 5.382)
C (0.956, -6.076, 4.929)
C (1.142, -4.732, 4.560)
C (0.098, -3.816, 4.733)
C (-1.123, -4.239, 5.215)
N (2.423, -4.382, 4.152)
N (2.674, -3.329, 3.522)
C (1.985, -2.770, 2.530)
C (1.060, -3.491, 1.710)
C (0.469, -2.928, 0.630)
C (0.742, -1.565, 0.256)
O (0.273, -1.056, -0.773)
C (1.664, -0.798, 1.110)
N (1.873, 0.474, 0.740)
C (2.801, 1.167, 1.370)
C (3.544, 0.634, 2.428)
C (3.301, -0.652, 2.845)
C (2.330, -1.407, 2.171)
H (-4.379, -5.838, 6.557)
H (-3.864, -4.746, 5.252)
H (-3.332, -4.452, 6.935)
H (-0.439, -7.537, 5.651)
H (1.790, -6.758, 4.834)
H (0.247, -2.768, 4.513)
H (-1.914, -3.519, 5.362)
H (0.861, -4.526, 1.955)
H (-0.201, -3.485, -0.011)
H (2.966, 2.182, 1.034)
H (4.298, 1.243, 2.905)
H (3.853, -1.094, 3.663)
S (-3.468, 5.624, 3.123)
N (-1.953, 5.825, 2.597)
C (-1.677, 4.803, 1.808)
C (-0.412, 4.590, 1.123)
C (0.648, 5.462, 1.133)
C (1.802, 5.153, 0.378)
C (1.838, 3.975, -0.327)
N (0.826, 3.094, -0.328)
C (-0.325, 3.392, 0.362)
C (-1.396, 2.492, 0.227)
N (-1.183, 1.393, -0.573)
C (-2.213, 0.579, -0.842)
C (-3.475, 0.767, -0.329)
C (-3.704, 1.860, 0.532)
C (-2.671, 2.719, 0.813)
C (-2.771, 3.901, 1.654)
N (-3.844, 4.265, 2.332)
H (0.582, 6.378, 1.704)
H (2.642, 5.829, 0.337)
H (2.697, 3.694, -0.926)
H (-1.984, -0.259, -1.488)
H (-4.268, 0.080, -0.583)
H (-4.680, 2.034, 0.963)

## Properties
<S²>: 8.853
HOMO-LUMO gap (spin up / spin down), eV: 3.2 / 4.8
Charge: +1
2S+1: 6
Max |F|, eV Å⁻¹: 3.97
LUMO (spin up / spin down), eV: -4.059 / -4.608
Relative energy (zero: lowest compared OMol25 entry of this formula, charge and spin), kJ/mol: 70.7
Total energy, a.u.: -5556.46024



Density functional theory data (ωB97M-V/def2-TZVPD) for a cluster of 8 separate species, C44H32Cl2O28 in total in a non-equilibrium geometry.

CARTESIAN COORDINATES (ANGSTROEM)
Cl (13.755, 9.531, 9.172)
C (12.779, 8.701, 8.003)
C (11.499, 9.545, 7.800)
Cl (10.150, 9.199, 9.022)
H (12.378, 7.738, 8.322)
H (13.287, 8.661, 7.040)
H (11.066, 9.273, 6.837)
H (11.656, 10.622, 7.736)
C (8.948, 11.421, 5.649)
C (7.726, 10.864, 5.709)
C (6.702, 11.371, 4.853)
O (5.577, 10.927, 4.868)
C (6.918, 12.694, 4.234)
C (8.185, 13.177, 4.061)
C (9.332, 12.572, 4.759)
O (10.494, 12.968, 4.477)
O (8.448, 14.051, 3.065)
O (7.430, 9.823, 6.548)
H (9.664, 11.237, 6.435)
H (6.180, 13.056, 3.533)
H (9.394, 14.030, 2.906)
H (6.676, 9.253, 6.383)
C (10.603, 6.051, 6.962)
C (11.198, 5.507, 8.018)
C (10.598, 5.298, 9.392)
O (11.176, 4.849, 10.362)
C (9.216, 5.721, 9.449)
C (8.572, 6.367, 8.413)
C (9.201, 6.474, 7.061)
O (8.691, 7.063, 6.112)
O (7.341, 6.936, 8.617)
O (12.481, 5.081, 8.028)
H (11.130, 6.229, 6.036)
H (8.683, 5.634, 10.384)
H (7.092, 7.393, 7.810)
H (12.667, 4.430, 8.708)
C (13.379, 6.773, 11.662)
C (14.516, 6.204, 11.262)
C (15.410, 5.399, 12.144)
O (16.455, 4.853, 11.849)
C (14.843, 5.257, 13.474)
C (13.658, 5.824, 13.858)
C (12.756, 6.539, 12.966)
O (11.614, 6.923, 13.247)
O (13.166, 5.649, 15.171)
O (15.003, 6.385, 10.012)
H (12.855, 7.377, 10.937)
H (15.416, 4.712, 14.210)
H (12.212, 5.650, 15.279)
H (15.834, 5.905, 9.967)
C (15.207, 6.818, 3.483)
C (16.448, 6.554, 3.017)
C (17.365, 5.634, 3.759)
O (18.417, 5.206, 3.331)
C (16.867, 5.155, 5.009)
C (15.617, 5.509, 5.454)
C (14.680, 6.388, 4.759)
O (13.557, 6.731, 5.236)
O (15.245, 5.056, 6.684)
O (16.923, 7.107, 1.839)
H (14.648, 7.434, 2.794)
H (17.488, 4.533, 5.637)
H (14.361, 5.372, 6.885)
H (17.798, 6.735, 1.703)
C (11.482, 12.686, 11.188)
C (12.501, 11.902, 11.567)
C (12.371, 10.738, 12.578)
O (13.303, 10.043, 13.012)
C (10.954, 10.468, 12.864)
C (9.947, 11.251, 12.486)
C (10.143, 12.416, 11.606)
O (9.240, 13.164, 11.174)
O (8.671, 10.969, 12.886)
O (13.827, 11.980, 11.226)
H (11.762, 13.506, 10.543)
H (10.630, 9.623, 13.454)
H (7.994, 11.547, 12.526)
H (14.241, 11.184, 11.565)
C (13.637, 13.173, 7.662)
C (13.709, 12.692, 6.389)
C (13.808, 13.547, 5.137)
O (13.911, 13.045, 4.015)
C (13.715, 14.967, 5.451)
C (13.743, 15.462, 6.740)
C (13.721, 14.564, 7.986)
O (13.763, 14.988, 9.103)
O (13.652, 16.840, 6.999)
O (13.829, 11.358, 6.158)
H (13.618, 12.469, 8.481)
H (13.680, 15.649, 4.615)
H (13.644, 17.050, 7.936)
H (14.115, 11.245, 5.248)
C (10.856, 10.037, 2.683)
C (10.037, 9.020, 3.133)
C (8.861, 8.571, 2.416)
O (8.210, 7.563, 2.663)
C (8.526, 9.481, 1.280)
C (9.372, 10.476, 0.835)
C (10.724, 10.791, 1.398)
O (11.677, 11.199, 0.806)
O (9.042, 11.132, -0.337)
O (10.176, 8.419, 4.324)
H (11.715, 10.247, 3.303)
H (7.537, 9.408, 0.852)
H (9.671, 11.813, -0.585)
H (9.433, 7.822, 4.443)

## Properties
HOMO-LUMO gap, eV: 7.2
SMILES: O=C1C=C(O)C(=O)C=C1O.O=C1C=C(O)C(=O)C=C1O.O=C1C=C(O)C(=O)C=C1O.O=C1C=C(O)C(=O)C=C1O.O=C1C=C(O)C(=O)C=C1O.O=C1C=C(O)C(=O)C=C1O.O=C1C=C(O)C(=O)C=C1O.ClCCCl
Max |F|, eV Å⁻¹: 4.60
LUMO, eV: -2.250
Total energy, a.u.: -4722.79325



Density functional theory data (ωB97M-V/def2-TZVPD) for a structure of composition C44H32Cl4N6O2Rh in a non-equilibrium geometry.

CARTESIAN COORDINATES (ANGSTROEM)
Rh (-0.372, -0.443, -0.836)
Cl (6.159, -3.543, -3.472)
C (4.582, -2.936, -3.062)
C (3.503, -3.191, -3.876)
Cl (3.685, -4.128, -5.329)
C (2.247, -2.666, -3.515)
Cl (0.897, -3.002, -4.570)
C (2.024, -1.894, -2.377)
O (0.809, -1.401, -2.174)
C (3.145, -1.678, -1.473)
O (3.013, -1.047, -0.376)
C (4.395, -2.185, -1.898)
Cl (5.757, -1.852, -0.861)
C (4.670, -0.199, 2.262)
C (4.160, 0.965, 3.063)
C (4.649, 1.195, 4.351)
C (4.250, 2.281, 5.110)
C (3.332, 3.185, 4.589)
C (2.808, 2.964, 3.329)
C (3.208, 1.863, 2.570)
N (2.630, 1.707, 1.279)
C (1.708, 0.749, 0.933)
N (1.457, -0.175, 1.881)
C (0.819, -1.417, 1.704)
C (0.096, -1.709, 0.560)
C (-0.412, -2.988, 0.384)
C (-0.235, -3.956, 1.361)
C (0.420, -3.626, 2.539)
C (0.947, -2.358, 2.733)
C (1.653, -2.014, 4.020)
N (1.030, 0.833, -0.179)
C (1.524, 1.681, -1.222)
C (2.817, 1.452, -1.696)
C (3.373, 2.263, -2.671)
C (2.637, 3.317, -3.188)
C (1.338, 3.519, -2.746)
C (0.746, 2.708, -1.779)
C (-0.685, 2.977, -1.395)
H (5.761, -0.199, 2.268)
H (4.318, -0.208, 1.232)
H (4.345, -1.150, 2.692)
H (5.378, 0.499, 4.752)
H (4.653, 2.425, 6.104)
H (3.019, 4.046, 5.164)
H (2.074, 3.643, 2.912)
H (2.622, 2.523, 0.688)
H (2.018, -0.088, 2.711)
H (-0.946, -3.224, -0.530)
H (-0.605, -4.961, 1.204)
H (0.529, -4.365, 3.325)
H (1.397, -2.741, 4.791)
H (1.369, -1.028, 4.399)
H (2.742, -2.025, 3.906)
H (3.356, 0.601, -1.297)
H (4.374, 2.058, -3.028)
H (3.062, 3.972, -3.939)
H (0.755, 4.334, -3.157)
H (-1.072, 3.810, -1.982)
H (-0.792, 3.215, -0.334)
H (-1.321, 2.116, -1.592)
N (-10.703, 0.740, -0.650)
C (-9.564, 0.603, -0.711)
C (-8.133, 0.434, -0.782)
C (-7.312, 1.543, -0.969)
C (-5.939, 1.383, -0.997)
C (-5.366, 0.121, -0.850)
C (-6.198, -0.983, -0.686)
C (-7.573, -0.832, -0.643)
C (-3.884, -0.041, -0.867)
C (-3.341, -0.798, -1.896)
C (-4.014, -1.479, -2.952)
C (-3.048, -1.943, -3.809)
C (-1.808, -1.514, -3.278)
N (-1.973, -0.827, -2.157)
C (-3.159, 0.588, 0.153)
C (-3.707, 1.330, 1.237)
C (-2.675, 1.616, 2.096)
C (-1.523, 1.032, 1.525)
N (-1.791, 0.427, 0.376)
H (-7.753, 2.523, -1.096)
H (-5.298, 2.240, -1.156)
H (-5.760, -1.964, -0.557)
H (-8.214, -1.691, -0.497)
H (-5.081, -1.595, -3.058)
H (-3.188, -2.515, -4.713)
H (-0.817, -1.660, -3.674)
H (-4.747, 1.579, 1.372)
H (-2.719, 2.153, 3.029)
H (-0.533, 1.025, 1.947)

## Properties
HOMO-LUMO gap, eV: 4.7
Charge: -1
Max |F|, eV Å⁻¹: 1.12
LUMO, eV: 1.086
Relative energy (zero: lowest compared OMol25 entry of this formula, charge and spin), kJ/mol: 0.0
Total energy, a.u.: -4126.36690



Density functional theory data (ωB97M-V/def2-TZVPD) for a structure of composition C44H33AuIN4O5S3 in a non-equilibrium geometry.

CARTESIAN COORDINATES (ANGSTROEM)
Au (2.030, 1.649, -1.927)
C (-0.314, 4.759, 4.212)
C (-0.011, 3.570, 3.360)
C (1.171, 2.854, 3.517)
C (1.434, 1.743, 2.739)
C (0.510, 1.328, 1.797)
C (-0.667, 2.033, 1.612)
C (-0.919, 3.148, 2.389)
S (0.879, -0.198, 0.882)
O (2.238, -0.549, 1.302)
C (-0.242, -1.101, 2.034)
C (0.388, -1.338, 3.260)
C (-0.311, -1.777, 4.349)
C (-1.717, -1.839, 4.281)
C (-2.485, -2.119, 5.429)
C (-3.853, -2.114, 5.372)
C (-4.494, -1.794, 4.170)
C (-3.769, -1.555, 3.030)
C (-2.361, -1.619, 3.033)
C (-1.580, -1.419, 1.832)
C (-2.284, -1.714, 0.574)
C (-3.131, -2.885, 0.580)
C (-2.966, -3.934, 1.508)
C (-3.832, -4.999, 1.541)
C (-4.894, -5.086, 0.635)
C (-5.029, -4.132, -0.339)
C (-4.145, -3.036, -0.406)
C (-4.251, -2.091, -1.446)
C (-3.307, -1.111, -1.559)
C (-2.314, -0.957, -0.587)
S (-1.016, 0.216, -1.104)
O (-1.641, 1.080, -2.097)
C (-0.230, -1.145, -2.029)
C (0.478, -2.157, -1.407)
C (1.087, -3.137, -2.172)
C (0.973, -3.136, -3.560)
C (1.639, -4.183, -4.390)
C (0.220, -2.130, -4.162)
C (-0.376, -1.140, -3.406)
H (0.512, 4.980, 4.882)
H (-1.207, 4.579, 4.811)
H (-0.508, 5.634, 3.593)
H (1.891, 3.159, 4.260)
H (2.346, 1.181, 2.863)
H (-1.390, 1.719, 0.876)
H (-1.839, 3.694, 2.246)
H (1.457, -1.194, 3.306)
H (0.194, -2.021, 5.271)
H (-1.969, -2.330, 6.354)
H (-4.436, -2.332, 6.252)
H (-5.571, -1.733, 4.142)
H (-4.287, -1.286, 2.123)
H (-2.130, -3.916, 2.188)
H (-3.685, -5.785, 2.266)
H (-5.580, -5.917, 0.688)
H (-5.810, -4.208, -1.081)
H (-5.044, -2.178, -2.173)
H (-3.315, -0.412, -2.382)
H (0.560, -2.224, -0.335)
H (1.659, -3.909, -1.680)
H (1.998, -5.004, -3.775)
H (2.491, -3.749, -4.914)
H (0.953, -4.574, -5.140)
H (0.105, -2.119, -5.236)
H (-0.965, -0.363, -3.865)
N (0.895, 1.454, -3.480)
C (0.525, 2.107, -4.377)
C (0.005, 2.749, -5.450)
C (0.655, 2.675, -6.690)
N (1.187, 2.598, -7.704)
C (-1.203, 3.449, -5.300)
N (-2.202, 4.000, -5.182)
I (3.893, -0.740, -1.402)
C (4.179, 0.916, -0.169)
C (5.287, 1.059, 0.639)
C (5.393, 2.220, 1.392)
C (4.389, 3.172, 1.310)
C (3.311, 2.934, 0.478)
N (3.201, 1.815, -0.233)
H (6.049, 0.296, 0.667)
H (6.256, 2.378, 2.024)
H (4.441, 4.091, 1.868)
H (2.503, 3.640, 0.366)
C (4.443, 4.372, -4.208)
S (4.099, 3.562, -2.639)
O (4.251, 2.113, -2.849)
O (4.947, 4.087, -1.605)
O (2.643, 3.818, -2.372)
H (5.506, 4.566, -4.248)
H (3.877, 5.292, -4.235)
H (4.134, 3.698, -4.996)

## Properties
HOMO-LUMO gap (spin up / spin down), eV: 2.5 / 2.5
Charge: +1
Max |F|, eV Å⁻¹: 1.91
LUMO (spin up / spin down), eV: -7.514 / -7.507
Relative energy (zero: lowest compared OMol25 entry of this formula, charge and spin), kJ/mol: 297.5
Total energy, a.u.: -3919.20312



Look up the total energy of the fourth one. -3919.20312 a.u.